(1)
Density functional theory data (ωB97M-V/def2-TZVPD) for one molecule with the formula C2H4OS2.

Last column: Mulliken charge in e.
Geometry (Å):
1 C -0.973 -0.232 -0.069  -0.3557
2 C 0.045 -0.774 0.687  -0.6838
3 O 2.596 1.713 -0.807  -0.4148
4 S -0.465 1.532 -0.900  -0.1251
5 S 1.567 0.700 -0.911  0.4168
6 H -1.362 -0.760 -0.936  0.3628
7 H -1.819 0.191 0.564  0.2805
8 H 0.091 -0.570 1.890  0.2049
9 H 0.320 -1.800 0.481  0.3145

LUMO energy (spin up / spin down) = -1.0 / -0.9 eV



(2)
Density functional theory data (ωB97M-V/def2-TZVPD) for a 2-piece molecular cluster, C6H14N2O2 overall.

Last column: Mulliken charge in e.
Geometry (Å):
1 C -1.178 1.804 -2.342  -0.9933
2 C 0.394 -1.638 -2.019  -0.8743
3 C -0.107 0.686 -2.372  0.5974
4 O 0.910 0.867 -3.015  -0.6291
5 N -0.460 -0.461 -1.775  -0.1651
6 H -1.749 1.789 -1.415  0.3241
7 H -1.808 1.575 -3.200  0.2809
8 H -1.125 -0.459 -1.016  0.2450
9 H 1.350 -1.560 -1.509  0.2366
10 H -0.649 2.749 -2.413  0.2785
11 H -0.170 -2.522 -1.759  0.3564
12 H 0.543 -1.632 -3.097  0.3279
13 C -0.513 -1.730 2.288  -1.0181
14 C 1.265 1.516 2.012  -1.0301
15 C 0.071 0.604 2.155  0.6776
16 O -0.990 0.878 2.641  -0.5863
17 N 0.373 -0.700 1.718  -0.2083
18 H 1.327 -1.004 1.752  0.2769
19 H -0.321 -2.675 1.765  0.3208
20 H 2.231 1.029 2.066  0.3488
21 H -0.294 -2.061 3.312  0.3498
22 H -1.528 -1.382 2.221  0.3423
23 H 1.198 2.143 1.122  0.2182
24 H 1.231 2.184 2.882  0.3235

LUMO energy = 0.6 eV
SMILES string = CNC(C)=O.CNC(C)=O



(3)
Density functional theory data (ωB97M-V/def2-TZVPD) for C49H83Ge2N2Zr as an isolated structure.

Last column: Mulliken charge in e.
Geometry (Å):
1 Zr 0.409 -0.439 0.974  -0.9425
2 C 0.483 -3.121 0.431  -0.6826
3 C 0.397 -2.889 -0.948  1.8749
4 C -0.774 -2.023 -1.140  1.1166
5 C -1.369 -1.907 0.131  -2.4511
6 C -0.664 -2.630 1.133  2.5087
7 C -1.433 -3.601 2.062  1.8917
8 C -2.831 -3.092 2.398  -1.3860
9 C -0.663 -3.969 3.325  -1.6167
10 C -1.627 -4.890 1.240  -1.5433
11 C -1.604 -1.473 -2.326  1.7197
12 C -3.100 -1.664 -1.992  -2.0873
13 C -1.384 0.042 -2.490  -1.9410
14 C -1.427 -2.144 -3.695  -2.2443
15 C 1.156 -3.857 -1.894  1.5052
16 C 2.229 -4.658 -1.133  -2.0964
17 C 1.849 -3.312 -3.162  -1.3214
18 C 0.106 -4.919 -2.294  -1.3855
19 H 1.205 -3.773 0.897  0.7870
20 H -2.326 -1.439 0.311  -0.4475
21 H -2.825 -2.105 2.842  -0.1393
22 H -3.305 -3.777 3.104  0.4644
23 H -3.459 -3.057 1.505  0.2540
24 H -0.581 -3.127 4.007  -0.0802
25 H 0.340 -4.333 3.088  0.2361
26 H -1.179 -4.771 3.856  0.6154
27 H -2.061 -4.663 0.263  0.0957
28 H -2.306 -5.567 1.762  0.5413
29 H -0.682 -5.415 1.083  0.2847
30 H -3.443 -0.999 -1.198  0.3846
31 H -3.314 -2.694 -1.700  0.4093
32 H -3.690 -1.437 -2.882  0.4671
33 H -1.728 0.553 -1.584  -0.5642
34 H -2.074 0.353 -3.278  1.0761
35 H 0.648 -0.429 -3.018  -1.4423
36 H -1.934 -3.106 -3.719  0.6895
37 H -0.409 -2.280 -4.022  -0.0308
38 H -1.911 -1.517 -4.446  0.4617
39 H 2.992 -4.032 -0.665  0.1862
40 H 2.738 -5.309 -1.845  0.4402
41 H 1.797 -5.300 -0.365  0.4632
42 H 1.435 -2.384 -3.536  -0.3856
43 H 1.763 -4.051 -3.961  0.5284
44 H 2.915 -3.152 -3.002  0.3352
45 H -0.380 -5.331 -1.408  0.2425
46 H 0.609 -5.735 -2.816  0.5589
47 H -0.659 -4.526 -2.951  0.1008
48 C -4.325 0.807 3.173  -1.4360
49 C -3.275 0.443 2.122  -0.2605
50 Ge -1.458 0.319 2.934  1.0425
51 C -1.572 -0.703 4.663  -0.5305
52 C -1.697 0.186 5.901  -1.6966
53 C -1.222 2.141 3.580  -0.5536
54 C -0.518 3.041 2.899  -0.0603
55 Ge 0.300 2.498 1.186  2.2285
56 C -1.019 3.141 -0.192  -0.1928
57 C -0.703 4.371 -1.040  -1.8998
58 C 1.956 3.643 1.293  -1.5130
59 C 2.428 4.486 0.107  -1.5074
60 C -0.371 4.429 3.409  -1.0205
61 C -0.604 5.535 2.592  0.3236
62 C -0.480 6.824 3.086  -0.8514
63 C -0.100 7.032 4.405  -0.4850
64 C 0.146 5.942 5.227  -0.9082
65 C 0.010 4.652 4.733  -0.3238
66 H -5.317 0.935 2.734  0.4129
67 H -4.072 1.742 3.677  0.3398
68 H -4.409 0.032 3.939  0.2744
69 H -3.208 1.238 1.371  0.3249
70 H -3.570 -0.465 1.596  0.1863
71 H -0.696 -1.343 4.782  0.2888
72 H -2.418 -1.389 4.632  0.7742
73 H -0.844 0.861 6.007  0.2920
74 H -1.757 -0.413 6.812  0.3671
75 H -2.590 0.811 5.863  0.3860
76 H -1.734 2.461 4.487  0.7703
77 H -1.907 3.335 0.419  0.8104
78 H -1.302 2.310 -0.840  -0.0459
79 H -0.503 5.250 -0.429  0.3461
80 H -1.540 4.630 -1.692  0.4499
81 H 0.171 4.222 -1.675  0.2132
82 H 2.791 3.053 1.681  0.8219
83 H 1.715 4.320 2.115  0.7195
84 H 2.565 3.909 -0.811  0.1772
85 H 3.381 4.972 0.327  0.3354
86 H 1.713 5.273 -0.122  0.3508
87 H -0.905 5.382 1.563  0.3056
88 H -0.683 7.669 2.440  0.4174
89 H 0.003 8.038 4.789  0.3947
90 H 0.448 6.096 6.255  0.4172
91 H 0.206 3.798 5.370  0.4274
92 C 2.991 1.230 -0.643  -0.7112
93 N 2.703 -0.148 -0.195  2.1982
94 C 2.930 -1.000 -1.365  -0.5870
95 C 3.698 -0.547 0.823  -1.3476
96 C 3.326 -0.017 2.177  -0.6886
97 N 2.054 -0.604 2.681  0.9216
98 C 1.704 0.209 3.883  -1.5861
99 C 2.296 -1.989 3.150  -1.2159
100 H 3.935 1.243 -1.200  0.4245
101 H 3.065 1.896 0.200  0.2290
102 H 2.194 1.582 -1.295  -0.6422
103 H 3.948 -0.852 -1.744  0.6291
104 H 2.226 -0.740 -2.146  0.0974
105 H 2.795 -2.030 -1.081  -0.6444
106 H 4.690 -0.181 0.533  0.4935
107 H 3.754 -1.637 0.836  0.3491
108 H 3.192 1.062 2.142  0.2094
109 H 4.117 -0.229 2.904  0.5651
110 H 2.553 0.193 4.573  0.5539
111 H 0.837 -0.209 4.379  0.0405
112 H 1.486 1.233 3.587  0.3281
113 H 3.104 -1.988 3.888  0.5511
114 H 2.565 -2.640 2.323  0.2716
115 H 1.389 -2.370 3.606  0.0327
116 C 1.621 1.924 -4.131  -1.4192
117 C 0.191 1.368 -4.098  2.6180
118 C -0.761 2.559 -3.998  -1.4097
119 C 0.044 0.466 -2.847  2.6427
120 C -0.060 0.507 -5.335  -0.5596
121 C 0.835 -0.528 -5.628  0.1515
122 C 0.647 -1.363 -6.713  -0.7744
123 C -0.451 -1.182 -7.547  -0.6770
124 C -1.335 -0.151 -7.284  -0.8932
125 C -1.137 0.690 -6.191  -0.2576
126 H 1.784 2.596 -3.283  0.1374
127 H 1.793 2.490 -5.047  0.4579
128 H 2.371 1.132 -4.081  0.2609
129 H -0.652 3.018 -3.016  -0.5154
130 H -1.810 2.293 -4.119  0.4582
131 H -0.523 3.313 -4.750  0.6089
132 H 0.503 0.993 -1.998  -0.5782
133 H 1.702 -0.682 -4.994  0.2145
134 H 1.360 -2.154 -6.914  0.4376
135 H -0.604 -1.831 -8.399  0.4237
136 H -2.187 0.012 -7.932  0.4223
137 H -1.842 1.493 -6.023  0.4157

LUMO energy = -3.5 eV
Total charge = +1



(4)
Density functional theory data (ωB97M-V/def2-TZVPD) for one molecule with the formula C6H9NO.

Last column: Mulliken charge in e.
Geometry (Å):
1 C -0.423 -1.115 -1.283  -0.5521
2 C -0.096 0.363 -1.204  -0.9449
3 C -0.100 2.226 0.806  -1.2844
4 C 0.241 -1.547 -0.028  0.3639
5 C -0.348 0.769 0.579  0.7167
6 C 0.062 -0.836 1.168  -0.1577
7 O 1.155 -2.530 -0.145  -0.4909
8 N -1.103 0.005 1.301  -0.7185
9 H 1.624 -2.643 0.699  0.3078
10 H 0.533 -1.173 2.087  0.4251
11 H -1.499 -1.289 -1.222  0.2652
12 H -0.011 -1.612 -2.164  0.3087
13 H -0.830 1.007 -1.682  0.3994
14 H 0.926 0.586 -1.509  0.3616
15 H -0.329 2.501 1.840  0.3874
16 H 0.944 2.461 0.594  0.2953
17 H -0.746 2.827 0.162  0.3174

LUMO energy (spin up / spin down) = 0.5 / 0.5 eV



Computed energy above the lowest of the compared OMol25 structures with the same formula, charge and spin (kJ/mol) in order:
328.0, 92.9, 0.0, 428.0
Computed E (eV) in order:
-25853.09574, -13524.66181, -169445.40166, -9901.16865